This record from the OMol25 dataset describes a molecular structure, C70H169N11O19 at a distorted geometry. The level of theory is ωB97M-V/def2-TZVPD.

Each line ends with the Löwdin charge.
Positions of all 269 atoms, in Å:
1 C -9.691 16.386 -22.719  -0.044
2 C -10.009 17.821 -22.245  -0.392
3 C -10.559 17.684 -20.828  -0.060
4 C -10.515 19.007 -19.922  -0.061
5 C -9.161 19.712 -20.035  -0.163
6 C -8.715 19.969 -21.458  -0.260
7 N -8.782 18.659 -22.248  0.011
8 O -8.255 18.764 -23.465  0.090
9 C -9.526 21.090 -22.153  -0.029
10 C -7.310 20.542 -21.404  -0.174
11 C -11.087 18.403 -23.190  0.002
12 H -8.963 15.870 -22.093  0.091
13 H -9.410 16.296 -23.768  0.025
14 H -10.597 15.781 -22.679  0.100
15 H -11.574 17.324 -20.996  0.074
16 H -10.050 16.792 -20.463  0.103
17 H -10.831 18.832 -18.893  0.121
18 H -11.379 19.464 -20.404  0.128
19 H -8.403 19.167 -19.472  0.125
20 H -9.450 20.646 -19.553  -0.054
21 H -9.296 22.136 -21.953  0.068
22 H -9.565 20.896 -23.225  0.086
23 H -10.574 21.018 -21.860  0.077
24 H -6.612 19.748 -21.141  0.077
25 H -7.064 20.856 -22.419  -0.072
26 H -7.341 21.345 -20.668  0.098
27 H -11.459 19.408 -22.990  0.051
28 H -12.033 17.862 -23.167  0.032
29 H -10.837 18.444 -24.250  0.101
30 H -7.370 18.395 -23.419  0.096
31 C -7.825 26.117 -24.780  -0.041
32 C -7.901 24.645 -24.445  -0.431
33 C -8.150 24.016 -25.853  -0.119
34 C -7.728 22.579 -25.830  -0.179
35 C -6.276 22.333 -25.401  -0.135
36 C -6.030 22.892 -23.979  -0.381
37 N -6.554 24.245 -23.916  0.040
38 O -6.219 24.882 -22.668  0.113
39 C -6.733 21.887 -23.012  -0.149
40 C -4.553 22.809 -23.668  -0.002
41 C -9.046 24.322 -23.453  0.010
42 H -8.731 26.226 -25.376  0.082
43 H -7.056 26.410 -25.496  0.090
44 H -7.911 26.828 -23.958  0.090
45 H -9.164 23.897 -26.235  0.133
46 H -7.436 24.411 -26.575  0.126
47 H -7.770 22.294 -26.881  0.127
48 H -8.309 21.885 -25.224  0.109
49 H -5.626 22.789 -26.147  0.127
50 H -6.057 21.290 -25.632  0.021
51 H -6.582 22.250 -21.996  0.070
52 H -7.811 21.975 -22.877  0.089
53 H -6.327 20.876 -22.999  0.075
54 H -4.158 21.829 -23.937  0.091
55 H -4.022 23.575 -24.233  0.100
56 H -4.288 23.011 -22.630  0.076
57 H -8.832 24.758 -22.478  0.082
58 H -9.152 23.254 -23.262  0.041
59 H -10.051 24.593 -23.776  0.098
60 H -5.390 25.354 -22.775  0.140
61 C -11.758 21.620 -23.804  -0.087
62 O -11.810 21.231 -25.235  -0.149
63 C -13.075 20.678 -25.701  -0.224
64 C -12.989 20.675 -27.184  -0.146
65 N -11.894 19.710 -27.735  -0.040
66 C -11.603 19.920 -29.111  -0.254
67 C -10.398 19.023 -29.546  -0.201
68 O -9.150 19.424 -28.948  -0.175
69 C -8.814 18.731 -27.698  -0.083
70 H -10.706 21.758 -23.554  0.041
71 H -12.303 20.939 -23.151  0.045
72 H -12.135 22.637 -23.694  0.082
73 H -13.902 21.322 -25.401  0.114
74 H -13.312 19.696 -25.293  0.109
75 H -12.640 21.653 -27.515  0.113
76 H -13.952 20.442 -27.638  0.121
77 H -11.008 20.014 -27.357  0.069
78 H -11.365 20.973 -29.263  0.111
79 H -12.348 19.681 -29.869  0.112
80 H -10.193 19.078 -30.615  0.111
81 H -10.652 17.980 -29.356  0.114
82 H -9.493 18.788 -26.847  0.095
83 H -7.820 18.989 -27.331  0.063
84 H -8.661 17.664 -27.856  0.060
85 C -13.186 15.460 -23.738  -0.097
86 O -14.034 15.722 -22.628  -0.168
87 C -13.752 16.901 -21.932  -0.196
88 C -14.172 18.086 -22.846  -0.233
89 N -13.737 19.307 -22.254  -0.041
90 C -14.480 20.434 -22.946  -0.127
91 C -14.132 21.815 -22.205  -0.237
92 O -14.936 22.853 -22.719  -0.159
93 C -14.305 24.101 -23.068  -0.093
94 H -13.307 16.071 -24.633  0.094
95 H -13.388 14.482 -24.174  0.088
96 H -12.159 15.277 -23.423  0.060
97 H -12.674 16.933 -21.776  0.063
98 H -14.326 16.761 -21.016  0.141
99 H -15.261 18.029 -22.858  0.125
100 H -13.792 18.037 -23.866  0.101
101 H -14.261 19.349 -21.392  0.114
102 H -15.550 20.339 -22.761  0.122
103 H -14.191 20.639 -23.976  0.056
104 H -13.079 21.907 -22.472  0.047
105 H -14.200 21.825 -21.117  0.095
106 H -13.657 23.929 -23.927  0.082
107 H -13.886 24.672 -22.240  0.017
108 H -14.963 24.770 -23.622  0.095
109 C -7.569 15.132 -16.298  -0.059
110 O -7.371 15.563 -17.626  -0.236
111 C -8.064 16.655 -18.108  -0.350
112 C -7.511 17.879 -17.475  -0.194
113 N -8.517 18.478 -16.566  0.007
114 C -9.387 19.454 -17.173  -0.246
115 C -10.661 19.652 -16.246  -0.152
116 O -11.459 20.677 -16.663  -0.250
117 C -12.608 20.966 -15.899  -0.064
118 H -7.105 14.151 -16.402  0.098
119 H -8.583 15.030 -15.910  0.093
120 H -6.983 15.717 -15.589  0.088
121 H -9.104 16.461 -17.848  0.143
122 H -8.086 16.839 -19.182  0.093
123 H -7.235 18.594 -18.250  0.116
124 H -6.650 17.481 -16.937  0.143
125 H -8.051 18.811 -15.735  0.114
126 H -9.755 19.142 -18.151  0.077
127 H -8.826 20.357 -17.416  -0.046
128 H -10.107 20.048 -15.395  0.130
129 H -11.152 18.691 -16.090  0.133
130 H -13.273 21.314 -16.688  0.086
131 H -12.592 21.582 -14.999  0.090
132 H -13.031 20.038 -15.515  0.085
133 C -8.576 21.213 -18.285  -0.211
134 O -9.033 21.976 -19.344  -0.240
135 C -8.676 23.303 -19.566  -0.060
136 C -7.653 23.321 -20.762  -0.171
137 N -7.181 24.723 -20.961  -0.025
138 C -6.097 25.010 -20.037  -0.155
139 C -5.921 26.594 -19.980  -0.150
140 O -5.462 27.119 -21.257  -0.183
141 C -4.091 27.104 -21.529  -0.125
142 H -8.999 21.424 -17.303  0.161
143 H -7.498 21.341 -18.186  0.184
144 H -8.700 20.135 -18.387  0.048
145 H -8.338 23.902 -18.721  0.135
146 H -9.579 23.797 -19.926  0.111
147 H -8.218 23.197 -21.686  0.052
148 H -6.860 22.573 -20.785  0.088
149 H -6.837 24.770 -21.909  -0.268
150 H -5.104 24.569 -20.124  0.091
151 H -6.373 24.711 -19.026  0.108
152 H -5.258 26.844 -19.153  0.006
153 H -6.823 27.158 -19.744  0.128
154 H -3.989 27.487 -22.545  0.098
155 H -3.607 26.130 -21.589  0.073
156 H -3.506 27.597 -20.753  0.083
157 C -2.885 22.290 -27.914  -0.075
158 O -3.963 21.434 -27.475  -0.242
159 C -3.690 20.038 -27.346  -0.181
160 C -5.060 19.409 -26.956  -0.130
161 N -5.246 19.846 -25.552  -0.045
162 C -6.587 19.650 -24.971  -0.142
163 C -7.062 18.236 -24.820  -0.238
164 O -7.472 17.837 -26.142  -0.240
165 C -7.604 16.429 -26.409  -0.048
166 H -3.311 23.290 -27.993  0.082
167 H -2.817 21.928 -28.940  0.086
168 H -1.955 22.362 -27.350  0.086
169 H -2.944 19.974 -26.555  0.121
170 H -3.327 19.619 -28.285  0.115
171 H -5.066 18.324 -27.065  0.121
172 H -5.901 19.836 -27.502  0.120
173 H -5.138 20.849 -25.595  0.016
174 H -7.268 20.211 -25.612  0.114
175 H -6.746 20.170 -24.027  0.097
176 H -7.891 18.219 -24.113  -0.215
177 H -6.323 17.612 -24.316  0.083
178 H -7.971 16.254 -27.421  0.085
179 H -8.363 15.889 -25.844  0.083
180 H -6.660 15.900 -26.279  0.105
181 C -8.700 7.487 -23.929  -0.105
182 O -9.247 8.746 -24.342  -0.200
183 C -8.727 9.920 -23.630  -0.211
184 C -9.144 11.147 -24.268  -0.269
185 N -8.746 12.367 -23.577  -0.046
186 C -9.205 13.571 -24.271  -0.155
187 C -8.478 14.889 -23.820  -0.278
188 O -7.119 14.883 -24.175  -0.138
189 C -6.377 15.916 -23.562  -0.100
190 H -9.072 6.596 -24.435  0.085
191 H -8.818 7.406 -22.848  0.078
192 H -7.626 7.546 -24.110  0.077
193 H -7.643 9.982 -23.725  0.126
194 H -9.064 9.837 -22.597  0.131
195 H -10.224 11.213 -24.400  0.126
196 H -8.876 11.184 -25.323  0.122
197 H -7.738 12.339 -23.541  0.107
198 H -10.267 13.769 -24.125  0.109
199 H -9.217 13.342 -25.336  0.112
200 H -8.654 14.857 -22.745  0.099
201 H -9.068 15.701 -24.244  0.036
202 H -5.331 15.943 -23.868  0.134
203 H -6.289 15.843 -22.479  0.052
204 H -6.861 16.855 -23.830  0.022
205 C -5.064 20.514 -21.202  -0.028
206 O -4.026 21.161 -20.298  -0.150
207 C -2.749 21.244 -20.860  -0.232
208 C -1.840 22.107 -19.921  -0.195
209 N -2.381 23.440 -20.003  -0.045
210 C -1.878 24.170 -18.869  -0.233
211 C -2.346 25.590 -18.838  -0.228
212 O -3.730 25.572 -18.671  -0.196
213 C -4.186 26.664 -17.862  -0.116
214 H -6.080 20.689 -20.846  -0.010
215 H -5.039 19.426 -21.147  0.073
216 H -5.032 20.867 -22.233  0.085
217 H -2.690 21.556 -21.902  0.111
218 H -2.319 20.255 -20.702  0.100
219 H -0.756 22.072 -20.030  0.124
220 H -2.017 21.698 -18.926  0.087
221 H -3.385 23.500 -20.093  0.086
222 H -0.844 23.991 -18.576  0.126
223 H -2.286 23.713 -17.968  0.117
224 H -2.094 26.035 -19.801  0.114
225 H -1.820 26.057 -18.006  0.124
226 H -5.139 26.494 -17.360  0.111
227 H -4.289 27.509 -18.542  0.088
228 H -3.567 26.952 -17.013  0.100
229 C -10.506 21.187 -18.906  -0.342
230 O -11.286 21.463 -20.009  -0.121
231 C -12.409 22.296 -19.685  -0.102
232 C -12.094 23.790 -19.109  -0.136
233 N -13.309 24.668 -19.089  -0.053
234 C -14.010 24.847 -20.426  -0.171
235 C -15.103 26.018 -20.305  -0.135
236 O -16.167 25.673 -19.339  -0.226
237 C -17.540 26.134 -19.444  -0.086
238 H -9.804 20.373 -19.085  -0.052
239 H -11.162 20.832 -18.111  0.081
240 H -10.027 22.030 -18.408  0.109
241 H -13.002 21.634 -19.055  0.125
242 H -12.900 22.418 -20.651  0.056
243 H -11.330 24.318 -19.680  0.088
244 H -11.661 23.809 -18.109  0.109
245 H -13.831 24.398 -18.267  0.096
246 H -14.558 23.947 -20.705  0.095
247 H -13.262 25.158 -21.155  0.104
248 H -15.500 26.161 -21.310  0.101
249 H -14.727 27.003 -20.025  0.114
250 H -17.914 26.266 -20.459  0.077
251 H -17.408 27.130 -19.021  0.079
252 H -18.258 25.544 -18.875  0.081
253 C -6.219 16.562 -19.118  -0.110
254 C -5.491 17.508 -20.031  -0.360
255 C -4.149 18.005 -19.394  -0.123
256 O -4.506 18.932 -18.316  -0.166
257 C -3.369 19.441 -17.685  -0.140
258 N -5.255 16.886 -21.329  0.072
259 H -5.592 15.716 -18.835  0.130
260 H -7.090 16.125 -19.606  0.095
261 H -6.514 16.976 -18.154  0.015
262 H -6.155 18.362 -20.168  0.104
263 H -3.435 18.444 -20.091  0.101
264 H -3.546 17.198 -18.977  0.124
265 H -2.936 18.773 -16.941  0.087
266 H -3.416 20.306 -17.024  0.084
267 H -2.641 19.871 -18.373  0.060
268 H -5.513 17.511 -22.080  0.060
269 H -5.973 16.182 -21.417  0.021

Properties
E_HOMO: -6.126 eV
Energy: -4797.0519 Eh
Total charge: 0